# 1
# C4H9NO5

The molecule C4H9NO5 (ωB97M-V with the def2-TZVPD basis set, the OMol25 dataset).

Last column: natural (NBO) charge in e.
Element x y z (Å)
C (-1.255, -1.919, -0.550)  -0.2519
C (-0.233, 0.870, 2.211)  -0.2574
C (0.527, 1.406, -1.974)  -0.2640
C (-0.161, 0.131, -0.049)  0.8853
N (1.347, -0.732, 0.536)  0.4622
O (1.209, -1.299, 1.591)  -0.4015
O (2.306, -0.490, -0.123)  -0.3617
O (-0.789, -0.629, -0.973)  -0.5284
O (-0.908, 0.341, 1.098)  -0.5318
O (0.332, 1.281, -0.592)  -0.5235
H (-0.493, -2.279, 0.076)  0.1968
H (-1.432, -2.344, -1.583)  0.2095
H (-2.169, -1.747, -0.005)  0.1951
H (-0.328, 0.163, 3.050)  0.2013
H (-0.721, 1.854, 2.507)  0.1908
H (0.900, 1.014, 1.933)  0.1901
H (0.528, 2.518, -2.204)  0.1991
H (-0.141, 0.862, -2.666)  0.1997
H (1.483, 0.999, -2.282)  0.1902

DFT total energy = -16016.6206 eV
energy relative to the best compared isomer or geometry (same formula, charge and spin) = 520.37 kJ/mol
SMILES = COC(OC)(OC)[N+](=O)[O-]
highest occupied orbital energy = -9.53 eV

***

# 2
# C20H19FN4O2

The molecule C20H19FN4O2 (ωB97M-V with the def2-TZVPD basis set, the OMol25 dataset).

Last column: natural (NBO) charge in e.
Element x y z (Å)
O (-1.218, -0.481, 2.070)  -0.6650
C (-1.432, -1.037, 1.011)  0.8158
N (-2.717, -1.079, 0.492)  -0.4652
C (-3.590, -0.025, 0.953)  -0.2085
H (-3.323, 0.219, 1.982)  0.2566
C (-3.432, 1.217, 0.041)  -0.2943
C (-2.044, 1.712, 0.218)  0.5563
N (-0.963, 1.293, -0.367)  -0.5429
C (0.027, 1.985, 0.277)  0.2926
N (-0.444, 2.799, 1.184)  -0.1452
O (-1.790, 2.632, 1.151)  -0.2700
C (1.433, 1.782, -0.003)  -0.0494
C (2.399, 2.329, 0.839)  -0.1620
C (3.738, 2.095, 0.600)  -0.2874
C (4.094, 1.313, -0.486)  0.4081
C (3.154, 0.768, -1.342)  -0.2699
C (1.817, 1.005, -1.093)  -0.1766
H (1.057, 0.591, -1.737)  0.2301
H (3.474, 0.166, -2.177)  0.2308
F (5.401, 1.075, -0.718)  -0.3257
H (4.505, 2.501, 1.240)  0.2312
H (2.080, 2.926, 1.679)  0.2342
H (-4.114, 2.000, 0.385)  0.2406
C (-3.743, 0.828, -1.409)  -0.3888
C (-2.921, -0.383, -1.852)  -0.4342
H (-3.249, -0.714, -2.838)  0.2114
C (-3.084, -1.518, -0.838)  -0.2108
H (-2.518, -2.404, -1.133)  0.1965
H (-4.138, -1.817, -0.789)  0.2009
H (-1.871, -0.095, -1.905)  0.2394
H (-3.544, 1.672, -2.071)  0.2209
H (-4.808, 0.590, -1.474)  0.2063
H (-4.625, -0.374, 0.917)  0.2015
N (-0.478, -1.708, 0.295)  -0.6395
C (0.901, -1.735, 0.517)  0.2441
C (1.516, -1.142, 1.616)  -0.2823
C (2.891, -1.193, 1.744)  -0.1749
C (3.671, -1.835, 0.797)  -0.2463
C (3.061, -2.434, -0.292)  -0.2010
C (1.688, -2.383, -0.434)  -0.2731
H (1.218, -2.848, -1.290)  0.1992
H (3.657, -2.941, -1.036)  0.2135
H (4.744, -1.868, 0.905)  0.2157
H (3.357, -0.723, 2.597)  0.2143
H (0.915, -0.643, 2.356)  0.2609
H (-0.752, -2.119, -0.583)  0.3921

DFT total energy = -33821.9158 eV
energy relative to the best compared isomer or geometry (same formula, charge and spin) = 0.00 kJ/mol
SMILES = O=C(Nc1ccccc1)N1CCC[C@H](c2nc(-c3ccc(F)cc3)no2)C1
highest occupied orbital energy = -8.19 eV

***

# 3
# C43H59P2S2SiTi

A structure of composition C43H59P2S2SiTi (ωB97M-V with the def2-TZVPD basis set, the OMol25 dataset).

Last column: Mulliken spin population.
Element x y z (Å)
Ti (-0.731, 1.319, 0.270)  1.7032
C (1.776, 4.066, -1.409)  0.0163
Si (1.433, 2.269, -0.856)  0.1053
C (2.951, 1.872, 0.269)  -0.0147
C (4.180, 2.525, 0.123)  0.0101
C (5.256, 2.274, 0.963)  0.0013
C (5.124, 1.347, 1.986)  0.0005
C (3.918, 0.684, 2.158)  -0.0029
C (2.831, 0.939, 1.318)  -0.0551
P (1.249, 0.019, 1.449)  0.0634
C (1.758, -1.698, 0.947)  -0.0224
C (2.251, -1.667, -0.504)  0.0189
C (2.497, -3.076, -1.038)  0.0014
C (3.477, -3.839, -0.151)  -0.0006
C (3.004, -3.852, 1.301)  0.0014
C (2.780, -2.430, 1.819)  -0.0013
C (0.703, -0.096, 3.223)  0.0559
C (-0.205, -1.322, 3.396)  0.0230
C (-0.951, -1.248, 4.727)  -0.0010
C (0.020, -1.109, 5.897)  -0.0011
C (0.929, 0.102, 5.705)  0.0010
C (1.694, 0.024, 4.382)  0.0053
C (1.791, 1.310, -2.498)  -0.0024
C (3.021, 1.344, -3.163)  0.0082
C (3.219, 0.688, -4.370)  -0.0003
C (2.169, -0.011, -4.954)  0.0036
C (0.939, -0.059, -4.317)  -0.0132
C (0.747, 0.584, -3.093)  -0.0078
P (-0.850, 0.550, -2.181)  0.0421
C (-1.608, -1.062, -2.728)  -0.0607
C (-2.952, -1.315, -2.003)  0.0673
C (-3.227, -2.810, -1.771)  0.0085
C (-2.679, -3.635, -2.928)  0.0001
C (-1.146, -3.534, -2.956)  0.0027
C (-0.651, -2.205, -2.368)  0.0354
C (-1.699, 2.005, -2.999)  -0.0064
C (-2.237, 1.840, -4.422)  -0.0025
C (-3.633, 1.220, -4.475)  0.0014
C (-4.615, 1.957, -3.565)  0.0012
C (-4.107, 2.031, -2.126)  0.0184
C (-2.727, 2.667, -2.071)  0.0358
H (2.729, 4.212, -1.927)  -0.0009
H (1.751, 4.726, -0.538)  -0.0010
H (0.982, 4.391, -2.088)  0.0010
H (4.296, 3.264, -0.662)  -0.0002
H (6.191, 2.804, 0.825)  0.0000
H (5.953, 1.146, 2.654)  -0.0002
H (3.829, -0.033, 2.961)  -0.0008
H (0.818, -2.265, 0.975)  0.0042
H (3.182, -1.092, -0.551)  0.0043
H (1.537, -1.136, -1.136)  0.0177
H (2.866, -3.028, -2.066)  0.0001
H (1.545, -3.620, -1.069)  0.0001
H (4.458, -3.353, -0.200)  -0.0004
H (3.609, -4.861, -0.518)  -0.0004
H (3.731, -4.370, 1.933)  -0.0003
H (2.066, -4.415, 1.371)  0.0005
H (3.731, -1.892, 1.779)  0.0000
H (2.464, -2.452, 2.863)  -0.0002
H (0.053, 0.787, 3.285)  -0.0447
H (0.396, -2.240, 3.371)  0.0021
H (-0.928, -1.369, 2.577)  -0.0097
H (-1.579, -2.134, 4.853)  0.0002
H (-1.620, -0.384, 4.705)  0.0017
H (0.635, -2.015, 5.970)  -0.0001
H (-0.530, -1.021, 6.838)  0.0001
H (1.633, 0.186, 6.538)  -0.0001
H (0.319, 1.011, 5.703)  -0.0001
H (2.372, -0.837, 4.407)  0.0002
H (2.305, 0.920, 4.262)  -0.0005
H (3.850, 1.885, -2.717)  -0.0005
H (4.187, 0.719, -4.856)  -0.0001
H (2.311, -0.523, -5.899)  -0.0003
H (0.131, -0.620, -4.773)  -0.0001
H (-1.763, -1.063, -3.813)  0.0022
H (-3.772, -0.898, -2.588)  0.0044
H (-2.959, -0.796, -1.040)  -0.0007
H (-4.299, -2.966, -1.645)  0.0005
H (-2.757, -3.140, -0.839)  -0.0011
H (-3.097, -3.249, -3.864)  -0.0005
H (-2.991, -4.679, -2.857)  -0.0009
H (-0.783, -3.635, -3.983)  -0.0007
H (-0.707, -4.360, -2.388)  0.0005
H (0.365, -2.011, -2.708)  0.0083
H (-0.599, -2.271, -1.276)  -0.0069
H (-0.837, 2.680, -3.042)  0.0416
H (-1.536, 1.258, -5.028)  -0.0003
H (-2.285, 2.836, -4.878)  0.0000
H (-3.583, 0.169, -4.179)  -0.0009
H (-3.996, 1.233, -5.507)  0.0003
H (-5.594, 1.470, -3.602)  0.0000
H (-4.755, 2.976, -3.946)  0.0004
H (-4.070, 1.036, -1.678)  -0.0032
H (-4.797, 2.609, -1.507)  0.0000
H (-2.354, 2.676, -1.040)  -0.0290
H (-2.812, 3.724, -2.357)  -0.0022
S (-0.761, 3.052, 1.974)  -0.0324
C (-2.006, 2.517, 3.108)  0.0075
C (-2.087, 3.152, 4.353)  0.0049
C (-3.020, 2.780, 5.309)  -0.0017
C (-3.910, 1.751, 5.030)  0.0028
C (-3.843, 1.107, 3.805)  -0.0033
C (-2.893, 1.452, 2.838)  0.0315
S (-2.856, 0.536, 1.327)  -0.0315
H (-1.392, 3.957, 4.557)  -0.0009
H (-3.052, 3.293, 6.263)  -0.0002
H (-4.650, 1.449, 5.762)  0.0001
H (-4.525, 0.295, 3.581)  0.0002

DFT total energy = -116795.6785 eV
charge = -1
multiplicity = 3
highest occupied orbital energy (spin up / spin down) = -3.23 / -4.09 eV

***

# 4
# C10H24AlHgNO6P

A structure of composition C10H24AlHgNO6P (ωB97M-V with the def2-TZVPD basis set, the OMol25 dataset).

Last column: natural (NBO) charge in e.
Element x y z (Å)
C (4.441, 1.269, -1.048)  -0.6185
C (3.494, 0.246, -1.701)  -0.4251
C (2.241, -0.054, -0.851)  -0.2520
N (1.101, 0.753, -1.297)  -0.8453
Al (-0.543, 0.348, -0.591)  1.3562
C (-1.219, 2.193, 0.150)  -0.6655
C (-2.126, 1.914, 1.317)  -0.1193
O (-1.409, 1.936, 2.519)  -0.5249
C (-2.132, 1.463, 3.614)  0.8060
C (-1.360, 0.571, 4.523)  -0.7297
O (-3.267, 1.800, 3.766)  -0.5398
C (-1.987, -0.107, -1.958)  -0.7378
C (-1.720, -1.395, -2.726)  0.0603
C (-1.897, -2.683, -1.932)  -0.6436
O (-0.505, -1.357, -3.442)  -0.6808
P (-0.273, -1.254, 1.172)  1.8767
O (0.507, -0.557, 2.211)  -1.0101
O (0.442, -2.611, 0.732)  -0.9846
O (-1.708, -1.730, 1.699)  -0.9577
H (3.983, 1.777, -0.199)  0.2035
H (4.716, 2.011, -1.796)  0.2303
H (5.361, 0.776, -0.717)  0.1690
H (4.024, -0.707, -1.779)  0.2261
H (3.215, 0.564, -2.702)  0.2288
H (1.969, -1.104, -0.970)  0.2002
H (2.462, 0.168, 0.199)  0.2376
H (1.328, 1.722, -1.061)  0.3957
H (-0.353, 2.776, 0.457)  0.2610
H (-1.750, 2.701, -0.650)  0.2486
H (-2.876, 2.723, 1.295)  0.2716
H (-2.702, 0.982, 1.211)  0.2005
H (-0.292, 0.700, 4.394)  0.2526
H (-1.618, -0.462, 4.295)  0.2571
H (-1.672, 0.776, 5.543)  0.2540
H (-1.961, 0.734, -2.655)  0.2587
H (-2.985, -0.108, -1.515)  0.2465
H (-2.490, -1.391, -3.510)  0.2435
H (-2.924, -3.038, -1.988)  0.2368
H (-1.247, -3.452, -2.339)  0.2550
H (-1.650, -2.574, -0.875)  0.1885
H (0.246, -1.246, -2.846)  0.4638
H (1.327, -2.652, 1.129)  0.5299
H (-2.399, -1.583, 1.040)  0.5117
Hg (6.209, -0.838, -0.115)  0.0645

DFT total energy = -44586.6913 eV
charge = +1
highest occupied orbital energy = -11.40 eV